Below is C25H53ClP2PdSi2 as an isolated structure in a non-equilibrium geometry, with properties calculated with ωB97M-V with the def2-TZVPD basis set.

Summary:
2S+1 = 5
HOMO-LUMO gap (alpha / beta) = 6.03 / 6.07 eV
Charge = 0
HOMO (alpha / beta) = -5.49 / -7.83 eV

Positions of all 84 atoms, in Å:
Pd 0.11840 -0.00650 -0.31859
C -1.47460 -0.02426 2.28544
C -1.71428 1.13605 1.52133
C -2.26999 0.71625 0.24905
Si -1.38778 2.82176 2.26921
C -2.27168 -0.71767 0.23311
C -1.71498 -1.16720 1.49519
Si -1.39048 -2.86982 2.20377
H -1.19964 -0.03624 3.34801
H -2.85392 1.34612 -0.43033
H -2.85699 -1.33145 -0.46009
Cl 0.80922 0.03459 -2.73568
C -1.04856 -2.88151 4.04917
C -2.77149 -4.06543 1.80264
C -1.04243 2.79244 4.11364
C -2.76978 4.02680 1.90358
H -3.68971 -3.75197 2.31805
H -2.51344 -5.07128 2.16403
H -2.99024 -4.12752 0.73386
H -0.20386 -2.23819 4.31494
H -0.80639 -3.90492 4.36392
H -1.92039 -2.55094 4.62947
H -3.69619 3.68356 2.38424
H -2.96700 4.14258 0.83486
H -2.52393 5.01364 2.32126
H -1.91461 2.45496 4.69006
H -0.79316 3.80775 4.44852
H -0.20102 2.13851 4.36235
C 0.22060 -3.34054 1.34167
C 0.22261 3.30994 1.41407
P 0.39970 -2.43491 -0.26299
H 0.24696 -4.44212 1.27040
H 1.04048 -3.06199 2.02259
P 0.40271 2.43924 -0.21057
H 1.04260 3.01628 2.08855
H 0.24997 4.41281 1.36744
C 1.96335 3.07427 -0.94552
C -0.87383 3.31062 -1.24795
C -0.87803 -3.27924 -1.31929
C 1.96006 -3.05119 -1.01224
C 3.09077 -2.01716 -0.97836
H 1.70791 -3.22145 -2.07642
C 2.42409 -4.36089 -0.37269
H 2.57505 -4.22940 0.70960
H 3.38702 -4.66668 -0.82416
H 1.71311 -5.17984 -0.52302
H 2.79346 -1.11292 -1.52251
H 3.98280 -2.43997 -1.47375
H 3.36677 -1.75456 0.05324
H -1.84106 -3.01990 -0.85281
C -0.70912 -4.80600 -1.32084
C -0.91610 -2.76181 -2.76471
H -0.72332 -5.23544 -0.31383
H 0.23007 -5.07929 -1.82978
H -1.54013 -5.26392 -1.88797
H -0.94004 -1.66265 -2.80377
H -1.81209 -3.16489 -3.27187
H -0.03220 -3.09544 -3.33224
H -1.83736 3.03859 -0.78994
C -0.90905 2.83085 -2.70673
C -0.70786 4.83723 -1.21043
H -0.72341 5.23966 -0.19241
H -1.53902 5.30863 -1.76556
H 0.23133 5.12438 -1.71192
H -0.92449 1.73230 -2.77328
H -0.02873 3.18589 -3.26655
H -1.80926 3.23932 -3.20277
C 3.09565 2.04119 -0.93341
C 2.42438 4.37072 -0.27793
H 1.71148 3.26668 -2.00603
H 2.57794 4.21603 0.80076
H 1.71058 5.19050 -0.40855
H 3.38503 4.68983 -0.72428
H 3.37066 1.75534 0.09232
H 3.98792 2.47613 -1.41796
H 2.80070 1.14915 -1.49846
C 0.90232 0.03288 -5.22648
H -0.17387 0.02862 -5.22535
H 1.43357 0.97237 -5.09493
H 1.44132 -0.90434 -5.11110
C 1.51498 -0.01634 1.38776
H 1.41117 -0.89376 2.03345
H 1.40925 0.84844 2.05055
H 2.54947 -0.01124 0.96398

Below is one molecule with the formula C2H3NO3 in a non-equilibrium geometry, with properties calculated with ωB97M-V with the def2-TZVPD basis set.

Summary:
HOMO-LUMO gap = 11.34 eV
Charge = 0
Relative energy (zero: lowest compared OMol25 entry of this formula, charge and spin) = 3.275 eV
HOMO = -10.62 eV
SMILES = O=CNOC=O

Positions of all 9 atoms, in Å:
C -1.38344 -0.22251 0.33884
C 1.58747 -0.27671 -0.31960
N -0.39450 0.71554 0.07031
O -1.67711 -1.25888 -0.25951
O 0.60927 0.46094 -0.92269
O 1.46958 -0.68899 0.78102
H -1.84175 0.23113 1.15746
H 2.17840 -0.59109 -1.17520
H -0.54790 1.63056 0.32936

Below is one molecule with the formula C4H6N2 in a non-equilibrium geometry, with properties calculated with ωB97M-V with the def2-TZVPD basis set.

Summary:
HOMO-LUMO gap = 10.04 eV
Charge = 0
Relative energy (zero: lowest compared OMol25 entry of this formula, charge and spin) = 3.385 eV
HOMO = -9.17 eV
SMILES = NC1=NC12CC2

Positions of all 12 atoms, in Å:
N -0.90354 -1.63259 1.27711
C -0.06624 0.38138 -0.00911
C 0.29335 0.64530 -1.40921
C 1.28980 0.89985 -0.26900
C -0.87928 -0.35932 0.83856
N -1.35480 0.80084 1.01885
H -1.48978 -1.81874 2.05322
H -0.86131 -2.42370 0.65532
H -0.18573 1.49890 -1.87295
H 0.51882 -0.17385 -2.09643
H 2.16895 0.25359 -0.21165
H 1.46976 1.92833 0.02528

Below is C23H19CoN4O2 as an isolated structure in a non-equilibrium geometry, with properties calculated with ωB97M-V with the def2-TZVPD basis set.

Summary:
2S+1 = 2
HOMO-LUMO gap (alpha / beta) = 7.01 / 7.11 eV
Charge = +1
Relative energy (zero: lowest compared OMol25 entry of this formula, charge and spin) = 0.578 eV
HOMO (alpha / beta) = -10.62 / -10.71 eV

Positions of all 49 atoms, in Å:
Co 0.00830 0.05320 0.09220
C 4.31770 0.58500 0.00660
C 2.86830 0.95520 -0.16760
O 2.05370 0.01690 -0.25250
C 2.48800 2.34540 -0.17350
C 3.43850 3.37530 -0.05880
C 3.06800 4.69220 0.06530
C 1.71500 5.04330 0.01700
C 0.75690 4.07790 -0.13460
C 1.09670 2.70200 -0.22750
O 0.14190 1.84900 -0.34220
H 4.40770 -0.49730 0.03870
H 4.71480 1.00240 0.92780
H 4.90790 0.96640 -0.82190
H 4.48580 3.11740 -0.07630
H 3.81880 5.45530 0.20030
H 1.42690 6.08270 0.08550
H -0.28990 4.34050 -0.19050
N -2.20350 -0.05070 -0.12960
C -2.54550 -1.44610 -0.14190
C -3.84480 -1.88450 -0.07710
C -4.13210 -3.25290 -0.02110
C -3.12250 -4.17490 0.00560
C -1.77670 -3.76360 -0.07450
C -0.69100 -4.66300 -0.02290
C 0.58460 -4.16820 -0.13110
C 0.78050 -2.79510 -0.31660
N -0.20650 -1.91840 -0.32220
C -1.48380 -2.37900 -0.18820
H -2.37800 0.36450 -1.04550
H -2.79730 0.45070 0.52740
H -4.65120 -1.16880 -0.05110
H -5.15830 -3.57220 0.03350
H -3.33560 -5.22870 0.09180
H -0.88120 -5.71780 0.10050
H 1.43670 -4.82480 -0.10290
H 1.77260 -2.39090 -0.47400
N -0.02870 0.05700 7.52970
C -0.02140 0.04060 6.38530
C 0.00610 0.02770 4.96750
C -0.34780 1.16500 4.23640
C -0.29660 1.10710 2.85880
N 0.06700 0.01140 2.18540
C 0.41460 -1.07160 2.88600
C 0.40170 -1.11450 4.26560
H -0.65440 2.06950 4.73770
H -0.55190 1.97320 2.26450
H 0.71940 -1.93910 2.31730
H 0.69090 -2.00920 4.79410

Below is C4H14NO3 as an isolated structure in a non-equilibrium geometry, with properties calculated with ωB97M-V with the def2-TZVPD basis set.

Summary:
2S+1 = 2
HOMO-LUMO gap (alpha / beta) = 5.13 / 6.56 eV
Charge = 0
Relative energy (zero: lowest compared OMol25 entry of this formula, charge and spin) = 6.953 eV
HOMO (alpha / beta) = -8.61 / -8.58 eV

Positions of all 22 atoms, in Å:
C -1.14670 -0.20600 -1.71812
N 0.21328 0.22582 -1.41398
C 0.69111 -0.18605 -0.08656
C 1.54779 0.89761 0.58201
C 2.75269 0.27872 1.30795
O 3.09923 -1.18015 -1.38635
H -1.26658 -1.29911 -1.79496
H -1.79560 0.15627 -0.92949
H -1.45384 0.31388 -2.63166
H 0.86835 -0.15383 -2.08112
H -0.09031 -0.50502 0.59533
H 1.40774 -1.01214 -0.22424
H 0.96419 1.50958 1.25613
H 1.92929 1.55509 -0.20202
H 2.45509 -0.45076 2.05534
H 3.36474 1.04094 1.74829
H -3.23062 -0.04270 0.95259
H 3.29717 -0.24494 0.53578
O -2.42949 -0.25733 1.59002
H -2.82850 -0.52308 2.44107
H -4.14110 -0.15198 -0.74470
O -4.20794 0.23517 0.14868

Below is a 2-piece molecular cluster, C7H14NS overall in a non-equilibrium geometry, with properties calculated with ωB97M-V with the def2-TZVPD basis set.

Summary:
2S+1 = 3
HOMO-LUMO gap (alpha / beta) = 7.70 / 8.84 eV
Charge = +1
Relative energy (zero: lowest compared OMol25 entry of this formula, charge and spin) = 0.000 eV
HOMO (alpha / beta) = -10.33 / -14.11 eV

Positions of all 23 atoms, in Å:
C -2.14627 1.23400 -0.78648
C -1.65502 0.07861 -1.17090
C -1.05168 2.14631 -0.26669
C -0.24625 0.05038 -0.83057
C 0.60671 -2.98442 0.48613
C 1.36732 1.77722 -0.11608
C -0.21848 -1.81271 0.97253
N 0.01797 1.16487 0.05214
S 0.38715 -0.79932 2.23853
H -3.12899 1.63314 -1.07255
H -2.17318 -0.77522 -1.57031
H -0.71755 2.79615 -1.05719
H -1.26309 2.97034 0.54203
H 0.57944 -0.14519 -1.49200
H 1.56293 -2.58908 0.21243
H 0.12231 -3.42642 -0.39874
H 0.73966 -3.77528 1.37032
H 1.56891 2.72884 0.41832
H 2.04681 0.99527 0.32208
H 1.44324 1.97247 -1.20944
H -1.36984 -1.86862 0.80010
H 0.02583 0.87031 1.06219
H 1.78874 -1.01827 2.02917